{
  "formula": "C25H38IN4NaO2SSi",
  "method": "ωB97M-V/def2-TZVPD",
  "max_force_ev_per_a": 0.31,
  "e_homo_ha": -0.2034,
  "lumo_energy_ev": 0.2,
  "multiplicity": 1,
  "e_above_lowest_kcal_mol": 0.0,
  "elements": ["Na", "C", "O", "C", "C", "O", "C", "H", "H", "H", "H", "H", "H", "H", "H", "H", "H", "C", "Si", "C", "C", "C", "C", "C", "C", "C", "H", "H", "H", "H", "H", "H", "H", "H", "H", "H", "H", "C", "N", "C", "N", "S", "H", "H", "H", "H", "H", "H", "I", "C", "C", "C", "C", "N", "C", "H", "H", "H", "H", "C", "C", "C", "C", "N", "C", "C", "H", "H", "H", "H", "H", "H", "H"],
  "positions_angstrom": [[-0.3938, 1.1849, -0.2236], [-2.4243, 2.7920, 1.8375], [-1.2358, 3.1416, 1.1314], [-1.3786, 4.2989, 0.3289], [-1.9812, 3.9948, -1.0221], [-1.1252, 3.0903, -1.6929], [-1.5485, 2.8489, -3.0269], [-2.7576, 3.6366, 2.4474], [-2.1781, 1.9410, 2.4671], [-3.2287, 2.4919, 1.1604], [-0.3748, 4.7011, 0.1812], [-1.9905, 5.0505, 0.8390], [-2.0674, 4.9282, -1.5915], [-2.9868, 3.5657, -0.9235], [-1.5317, 3.7766, -3.6083], [-2.5608, 2.4355, -3.0508], [-0.8654, 2.1240, -3.4605], [-3.0153, -1.1547, 2.3196], [-1.1984, -0.8750, 1.7422], [-0.3074, -0.7244, 3.4508], [-0.6956, -2.6764, 1.2839], [0.6578, -3.0102, 1.1032], [1.0548, -4.2629, 0.6561], [0.1032, -5.2418, 0.3732], [-1.2425, -4.9497, 0.5649], [-1.6279, -3.6883, 1.0158], [-3.1032, -1.9896, 3.0265], [-3.6806, -1.3534, 1.4720], [-3.4089, -0.2634, 2.8222], [-0.5951, -1.5406, 4.1242], [-0.5415, 0.2218, 3.9528], [0.7811, -0.7556, 3.3258], [1.4197, -2.2604, 1.3080], [2.1082, -4.4871, 0.5256], [0.4086, -6.2230, 0.0303], [-1.9915, -5.7108, 0.3736], [-2.6849, -3.4850, 1.1562], [-3.2764, -2.7791, -4.2951], [-2.1858, -3.0312, -3.3712], [-1.5944, -2.0773, -2.6243], [-0.5530, -2.4955, -1.8661], [-2.0661, -0.4734, -2.6361], [-3.6290, -3.7356, -4.6739], [-2.9551, -2.1514, -5.1272], [-4.0874, -2.2640, -3.7852], [-1.7873, -3.9545, -3.3616], [-0.4981, -3.4722, -1.6038], [-0.3285, -1.8831, -1.0943], [4.3642, 4.1086, -2.7473], [3.2123, 2.3600, -2.8268], [3.5871, 1.3070, -3.6428], [2.7813, 0.1793, -3.6528], [1.6507, 0.1537, -2.8513], [1.3008, 1.1657, -2.0568], [2.0691, 2.2544, -2.0512], [4.4786, 1.3636, -4.2528], [3.0288, -0.6678, -4.2791], [0.9900, -0.7075, -2.8452], [1.7586, 3.0605, -1.3966], [4.1319, 0.2943, 4.4601], [3.2991, 0.7306, 3.2874], [3.4679, 0.1867, 2.0199], [2.6530, 0.6106, 0.9825], [1.6857, 1.5167, 1.1262], [1.5269, 2.0428, 2.3451], [2.3041, 1.6909, 3.4329], [4.8379, -0.4862, 4.1798], [3.4896, -0.0902, 5.2546], [4.6931, 1.1377, 4.8665], [4.2235, -0.5692, 1.8389], [2.7728, 0.1916, -0.0125], [0.7273, 2.7678, 2.4413], [2.1149, 2.1435, 4.3995]]
}

=====

{
  "formula": "C36H70BaN15O4S",
  "method": "ωB97M-V/def2-TZVPD",
  "max_force_ev_per_a": 1.59,
  "e_homo_ha": -0.3991,
  "lumo_energy_ev": -1.6,
  "multiplicity": 1,
  "charge": 1,
  "e_above_lowest_kcal_mol": 5.6,
  "elements": ["Ba", "C", "N", "C", "C", "N", "C", "C", "N", "C", "C", "N", "C", "N", "C", "C", "N", "C", "C", "C", "C", "N", "C", "N", "C", "C", "N", "C", "C", "N", "C", "C", "H", "H", "H", "H", "H", "H", "H", "H", "H", "H", "H", "H", "H", "H", "H", "H", "H", "H", "H", "H", "H", "H", "H", "H", "H", "H", "H", "H", "H", "H", "H", "H", "H", "H", "H", "H", "H", "H", "H", "H", "H", "H", "H", "H", "H", "H", "H", "H", "C", "C", "C", "C", "N", "C", "N", "N", "N", "H", "H", "H", "H", "H", "H", "H", "H", "H", "H", "C", "C", "C", "C", "C", "C", "C", "S", "O", "O", "N", "C", "C", "C", "O", "O", "H", "H", "H", "H", "H", "H", "H", "H", "H", "H", "H", "H"],
  "positions_angstrom": [[0.0456, 0.5973, 0.2246], [-5.2192, 3.9726, -0.0313], [-4.2079, 3.0770, 0.4905], [-4.1865, 2.9391, 1.9322], [-3.1672, 2.5994, -0.2701], [-2.6117, 1.4406, -0.0879], [-3.3948, 0.4257, 0.6236], [-3.0831, -0.9829, 0.1274], [-1.8336, -1.5645, 0.6501], [-1.8856, -1.7794, 2.1044], [-0.6007, -1.3526, 2.8302], [-0.4382, 0.1034, 2.8526], [-0.4851, 0.7336, 3.9830], [-0.8589, 0.1589, 5.1923], [-2.1791, -0.4056, 5.3703], [-0.1605, 0.4769, 6.4216], [-0.0727, 2.0364, 4.0452], [-0.7828, 3.0037, 4.8601], [0.7255, 2.6263, 2.9912], [-1.5631, -2.8094, -0.0725], [-0.2928, -3.5036, 0.3689], [0.8620, -2.7271, -0.0440], [1.9934, -3.3361, -0.1223], [2.3522, -4.4856, 0.5371], [1.9214, -4.7497, 1.8959], [3.2780, -5.4522, -0.0215], [2.9696, -2.8608, -0.9915], [2.5086, -1.9333, -2.0025], [4.2383, -2.4938, -0.3797], [-2.7433, 3.4115, -1.2894], [-2.4132, 4.7946, -0.9723], [-1.9454, 2.8180, -2.3447], [-6.2026, 3.6263, 0.2918], [-5.1857, 3.9766, -1.1181], [-5.0889, 4.9971, 0.3315], [-4.2584, 3.9291, 2.3929], [-3.2493, 2.4872, 2.2497], [-5.0158, 2.3303, 2.3031], [-4.4669, 0.5948, 0.4735], [-3.2241, 0.4746, 1.7029], [-3.0012, -0.9475, -0.9611], [-3.9379, -1.6351, 0.3668], [-2.1049, -2.8293, 2.3379], [-2.7177, -1.2055, 2.5052], [0.2494, -1.7834, 2.2917], [-0.5961, -1.7688, 3.8415], [-2.6584, -0.5595, 4.4107], [-2.8152, 0.2632, 5.9635], [-2.1262, -1.3656, 5.8891], [0.8081, 0.9142, 6.1948], [-0.0004, -0.4430, 6.9876], [-0.7181, 1.1682, 7.0619], [-1.5154, 2.5124, 5.4906], [-1.3129, 3.7147, 4.2181], [-0.0919, 3.5655, 5.4918], [1.4505, 1.9117, 2.6112], [1.2821, 3.4605, 3.4202], [0.1195, 3.0213, 2.1659], [-1.4675, -2.5708, -1.1347], [-2.4161, -3.4982, 0.0370], [-0.2779, -4.4874, -0.1185], [-0.3370, -3.7030, 1.4435], [1.7499, -3.8114, 2.4253], [2.7242, -5.2789, 2.4124], [1.0198, -5.3646, 1.9563], [4.2284, -5.4553, 0.5206], [3.4664, -5.2230, -1.0668], [2.8453, -6.4511, 0.0501], [1.6211, -2.3294, -2.4879], [3.2941, -1.8199, -2.7516], [2.2545, -0.9499, -1.6029], [4.5759, -3.2737, 0.2948], [4.1583, -1.5575, 0.1900], [4.9948, -2.3713, -1.1554], [-3.2125, 5.2728, -0.4148], [-2.2528, 5.3561, -1.8900], [-1.5003, 4.8514, -0.3730], [-2.3661, 1.8539, -2.6195], [-0.8976, 2.6745, -2.0614], [-1.9743, 3.4809, -3.2086], [7.0743, 3.5673, 0.8145], [6.8647, 2.8210, -0.4967], [5.8850, 3.5547, -1.4057], [6.4421, 1.3705, -0.2842], [5.1214, 1.2385, 0.3229], [3.9447, 0.9667, -0.2379], [3.0227, 0.9654, 0.6984], [3.6728, 1.2451, 1.8458], [4.9218, 1.4069, 1.6323], [7.4828, 4.5565, 0.6160], [7.7662, 3.0408, 1.4705], [6.1347, 3.6933, 1.3547], [7.8292, 2.7474, -1.0105], [4.9000, 3.6178, -0.9391], [5.7784, 3.0602, -2.3725], [6.2191, 4.5743, -1.5894], [7.1435, 0.8376, 0.3580], [6.3851, 0.8502, -1.2429], [3.7852, 0.7925, -1.2846], [4.5824, 7.8494, 3.2474], [3.7125, 7.6477, 2.0389], [2.3710, 7.2991, 2.1708], [1.5703, 7.1057, 1.0574], [2.1166, 7.2604, -0.2090], [3.4487, 7.6147, -0.3656], [4.2357, 7.8064, 0.7590], [1.1205, 6.9312, -1.6316], [1.8028, 7.4644, -2.7721], [-0.2317, 7.2845, -1.3142], [1.1221, 5.3050, -1.7883], [2.3928, 4.6317, -2.0226], [2.1397, 3.2205, -2.5208], [1.3922, 2.3463, -1.5320], [0.9187, 2.8712, -0.4875], [1.2599, 1.1172, -1.8071], [3.9904, 7.8899, 4.1595], [5.1514, 8.7751, 3.1698], [5.2994, 7.0332, 3.3476], [1.9449, 7.1959, 3.1608], [0.5223, 6.8627, 1.1641], [3.8478, 7.7564, -1.3591], [5.2718, 8.0977, 0.6413], [0.6119, 4.8590, -1.0389], [2.9815, 4.5989, -1.0979], [2.9492, 5.2018, -2.7639], [3.0872, 2.7286, -2.7519], [1.5668, 3.2281, -3.4501]]
}

=====

{
  "formula": "C33H53N2O2P2PbS",
  "method": "ωB97M-V/def2-TZVPD",
  "max_force_ev_per_a": 5.13,
  "e_homo_ha": [-0.3141, -0.2550],
  "lumo_energy_ev": [-2.7, -3.7],
  "multiplicity": 1,
  "charge": 1,
  "e_above_lowest_kcal_mol": 54.4,
  "elements": ["C", "C", "C", "C", "C", "H", "H", "H", "N", "P", "P", "C", "H", "H", "C", "H", "C", "C", "C", "C", "C", "H", "H", "H", "C", "H", "H", "H", "C", "H", "H", "H", "C", "H", "H", "H", "C", "H", "H", "H", "C", "H", "H", "H", "C", "H", "H", "H", "C", "H", "H", "H", "C", "H", "H", "H", "C", "H", "H", "H", "C", "H", "H", "H", "C", "H", "H", "H", "Pb", "C", "O", "N", "C", "C", "C", "C", "C", "H", "C", "H", "C", "H", "H", "H", "C", "S", "C", "O", "H", "H", "H", "H", "H", "H"],
  "positions_angstrom": [[0.4003, 2.1151, -1.9196], [-1.9038, 2.0558, -1.3055], [0.1594, 3.0174, -2.9438], [-2.1759, 3.0838, -2.2700], [-1.1353, 3.5149, -3.0909], [1.0200, 3.3270, -3.5820], [-3.2123, 3.4237, -2.3621], [-1.3364, 4.2699, -3.8808], [-0.6033, 1.6373, -1.1543], [2.1652, 1.5306, 0.2026], [-2.7898, -0.1159, 0.2907], [1.8205, 1.5975, -1.6070], [1.9546, 0.5837, -2.0175], [2.5947, 2.2333, -2.0691], [-2.9401, 1.4100, -0.5649], [-3.9723, 1.7780, -0.7009], [-3.0665, -1.5217, -0.9152], [-3.7914, -0.1929, 1.8630], [3.6650, 0.4423, 0.5676], [2.2276, 3.3041, 0.7601], [-2.3655, -2.8177, -0.4405], [-2.8738, -3.2551, 0.4277], [-2.3987, -3.5332, -1.2707], [-1.3144, -2.6685, -0.1664], [-4.5765, -1.7626, -1.0517], [-5.0197, -2.1915, -0.1396], [-5.0971, -0.8338, -1.3338], [-4.6976, -2.4894, -1.8618], [-2.5238, -1.0597, -2.2823], [-2.4745, -1.9275, -2.9542], [-3.1915, -0.3052, -2.7160], [-1.5174, -0.6340, -2.2096], [-3.7608, -1.6301, 2.4315], [-2.7246, -1.9723, 2.6020], [-4.2939, -1.6175, 3.3937], [-4.2578, -2.3467, 1.7630], [-3.2416, 0.7676, 2.9375], [-2.3055, 0.4116, 3.3871], [-3.1045, 1.7896, 2.5544], [-3.9848, 0.8146, 3.7472], [-5.2007, 0.2686, 1.4881], [-5.6518, -0.3611, 0.7130], [-5.8118, 0.2046, 2.3975], [-5.1721, 1.3125, 1.1390], [2.6287, 3.3336, 2.2525], [2.5620, 4.3808, 2.5775], [1.9430, 2.7400, 2.8766], [3.6670, 2.9952, 2.3939], [0.8549, 3.9897, 0.5808], [0.6059, 4.1127, -0.4823], [0.0446, 3.4569, 1.0971], [0.9429, 4.9916, 1.0284], [3.2388, 4.0474, -0.1152], [3.2555, 5.0824, 0.2513], [4.2454, 3.6209, -0.0331], [2.9248, 4.0450, -1.1715], [3.5362, -0.8988, -0.1867], [3.4873, -0.7569, -1.2760], [4.4262, -1.5063, 0.0405], [2.6588, -1.4788, 0.1252], [3.7084, 0.1332, 2.0784], [2.7830, -0.3577, 2.4035], [4.5411, -0.5643, 2.2611], [3.8499, 1.0289, 2.7008], [4.9312, 1.1791, 0.1253], [4.8660, 1.4853, -0.9335], [5.1369, 2.0502, 0.7700], [5.7690, 0.4772, 0.2353], [-0.1697, 0.2355, 0.7396], [-0.3928, 1.6870, 2.3680], [-0.4427, 2.2907, 3.3649], [0.4648, -1.2197, -0.9006], [0.7139, -1.8765, -1.8319], [1.0204, -2.6848, -2.9049], [1.8951, -3.7631, -2.6761], [0.4434, -2.3812, -4.1485], [2.1974, -4.5773, -3.7666], [2.2923, -3.9236, -1.6712], [0.7625, -3.2100, -5.2222], [-0.2214, -1.5157, -4.2353], [1.6302, -4.2879, -5.0116], [2.8712, -5.4214, -3.6110], [0.3242, -2.9871, -6.1947], [1.8734, -4.9291, -5.8568], [-0.2758, -1.5096, 4.4881], [0.4354, -1.4863, 2.8250], [1.8467, -2.5859, 3.1008], [-0.5230, -2.2776, 1.9545], [0.6003, -1.5649, 5.1699], [-0.8871, -2.3919, 4.4878], [-0.8473, -0.5569, 4.6234], [1.3845, -3.5168, 3.4495], [2.4172, -2.6938, 2.1458], [2.4598, -2.0963, 3.8588]]
}

=====

{
  "formula": "C12H16N2O6",
  "method": "ωB97M-V/def2-TZVPD",
  "max_force_ev_per_a": 1.29,
  "smiles": "Nc1cc2c(cc1[N+](=O)[O-])OCCOCCOCCO2",
  "e_homo_ha": -0.3005,
  "lumo_energy_ev": -0.2,
  "multiplicity": 1,
  "e_above_lowest_kcal_mol": 29.3,
  "elements": ["N", "C", "C", "C", "C", "C", "C", "N", "O", "O", "O", "C", "C", "O", "C", "C", "O", "C", "C", "O", "H", "H", "H", "H", "H", "H", "H", "H", "H", "H", "H", "H", "H", "H", "H", "H"],
  "positions_angstrom": [[3.5629, 1.3570, 1.2221], [2.6040, 1.1185, 0.3071], [1.2840, 1.5287, 0.5550], [0.2534, 1.3051, -0.3365], [0.5102, 0.5629, -1.5251], [1.7994, 0.1694, -1.7866], [2.8576, 0.4447, -0.9101], [4.1476, 0.0142, -1.2901], [4.2782, -0.5540, -2.3576], [5.0944, 0.2273, -0.5339], [-0.4740, 0.2590, -2.4271], [-1.5665, -0.5063, -1.9304], [-1.1275, -1.9421, -1.5770], [-1.9341, -2.5729, -0.6097], [-1.6788, -2.2622, 0.7428], [-2.7785, -1.3976, 1.3877], [-2.6994, -0.0224, 1.0882], [-1.7655, 0.7180, 1.8397], [-1.5354, 2.0324, 1.0887], [-1.0048, 1.7812, -0.1924], [3.3604, 1.9261, 2.0236], [4.5160, 1.1152, 0.9809], [1.1011, 2.0693, 1.4715], [2.0126, -0.3732, -2.6947], [-2.0230, -0.0368, -1.0547], [-2.2957, -0.5105, -2.7412], [-0.0803, -1.9128, -1.2379], [-1.1822, -2.5841, -2.4592], [-0.6985, -1.7809, 0.8512], [-1.6538, -3.2179, 1.2808], [-2.7636, -1.5486, 2.4755], [-3.7428, -1.7231, 0.9919], [-2.1561, 0.9222, 2.8481], [-0.8132, 0.1778, 1.9376], [-2.4999, 2.5056, 0.8953], [-0.9083, 2.7110, 1.6765]]
}